8
Properties=species:S:1:pos:R:3 method="wB97M-V/def2-TZVPD" fmax_ev_per_a=2.97 gap_ev="6.95 / 6.96" total_energy_ha=-1161.256490 total_charge=0 e_above_lowest_ev=3.1543
C 1.0900 0.6562 0.4593
C -0.8012 -0.8200 -0.1802
N 1.5094 -0.3685 0.8560
N -0.1766 -1.7649 0.4086
N 1.0094 -1.6076 0.9590
Cl 1.4119 2.1728 0.0174
Cl -2.2969 -0.8686 -0.8612
H -0.5972 0.2154 -0.0387